Here is one molecule with the formula C5H9O2P from OMol25. Energies are from ωB97M-V with the def2-TZVPD basis set.

```
! RIJCOSX wB97M-V def2-TZVPD def2/J DEFGRID3
* xyz 0 1
C -0.940 -0.927 -1.425
C 0.413 -0.479 -0.831
C 0.430 -0.289 0.685
O 0.238 -1.507 1.547
P -0.591 -2.878 1.342
O -0.064 -3.678 2.405
C 1.354 0.620 1.432
C -0.192 0.865 1.350
H -0.828 -1.138 -2.459
H -1.709 -0.141 -1.362
H -1.062 -1.825 -0.903
H 0.694 0.388 -1.321
H 1.201 -1.207 -1.103
H 2.088 1.228 0.793
H 1.496 0.225 2.373
H -0.659 0.783 2.379
H -0.717 1.795 0.838
*
```

- total energy (Ha) = -687.70887
- energy above the lowest of the compared OMol25 structures with the same formula, charge and spin (kcal/mol) = 31.7
- Kohn-Sham gap (eV) = 10.21
- molar mass (g/mol) = 132.10
- SMILES = CCC1(OP=O)CC1
- LUMO level (Ha) = 0.006


Here is a 10-piece molecular cluster, C5H30NO10 overall from OMol25. Energies are from ωB97M-V with the def2-TZVPD basis set.

```
! RIJCOSX wB97M-V def2-TZVPD def2/J DEFGRID3
* xyz 1 1
C 0.324 -1.827 1.222
C 0.148 -0.781 0.145
C 0.742 0.577 0.511
C -0.064 1.288 1.598
C -1.479 1.645 1.155
O -1.844 1.638 0.007
N 0.818 -1.313 -1.115
H -0.204 -2.786 0.988
H -0.216 -1.526 2.158
H 1.417 -1.972 1.473
H -0.975 -0.621 -0.129
H 0.820 1.234 -0.448
H 1.812 0.415 0.855
H 0.448 2.245 1.877
H -0.128 0.682 2.514
H -2.196 1.908 1.948
H 1.746 -1.699 -0.875
H 0.955 -0.572 -1.835
H 0.246 -2.075 -1.534
H 2.598 1.542 -1.650
H 2.838 0.594 -2.813
O 2.798 0.592 -1.835
H -2.193 -2.148 -0.856
H -2.046 -3.266 -1.901
O -1.548 -2.668 -1.377
H 3.478 -0.596 -0.744
H 4.280 -1.811 -0.400
O 3.435 -1.437 -0.220
H -0.937 -0.489 5.313
H -0.043 -1.406 4.534
O -0.854 -0.925 4.480
H -3.410 -0.190 -0.334
H -2.880 -0.803 0.949
O -3.116 -1.043 0.022
H 0.225 1.101 -3.123
H 0.281 0.153 -4.297
O 0.708 0.373 -3.451
H 0.898 2.936 -1.726
H 2.198 3.808 -2.009
O 1.850 3.083 -1.463
H -3.460 -0.383 3.018
H -1.915 -0.556 3.193
O -2.623 -0.243 2.551
H -1.237 2.969 -2.689
H -1.058 2.000 -1.435
O -0.635 2.355 -2.254
*
```

- total energy (Ha) = -1015.50479
- energy above the lowest of the compared OMol25 structures with the same formula, charge and spin (kcal/mol) = 0.0
- Kohn-Sham gap (eV) = 11.09
- molar mass (g/mol) = 264.29
- LUMO level (Ha) = -0.081


Here is C24H51B3O9 as an isolated structure from OMol25. Energies are from ωB97M-V with the def2-TZVPD basis set.

```
! RIJCOSX wB97M-V def2-TZVPD def2/J DEFGRID3
* xyz 0 1
C 6.806 -2.623 2.941
C 7.169 -1.896 1.618
O 6.093 -1.216 1.009
C 5.556 -0.189 1.838
B 3.985 -0.499 2.038
O 3.236 -0.056 3.143
B 1.956 -0.679 2.987
O 1.852 -2.078 2.774
B 2.738 -2.407 1.715
C 3.012 -3.913 1.309
O 3.319 -1.282 1.057
H 6.428 -1.925 3.705
H 7.755 -3.007 3.351
H 6.083 -3.435 2.792
H 7.466 -2.682 0.904
H 8.070 -1.263 1.735
H 5.599 0.798 1.326
H 6.083 -0.055 2.792
H 1.009 0.020 3.016
H 3.423 -3.992 0.292
H 2.086 -4.502 1.395
H 3.745 -4.412 1.970
C -2.091 3.423 2.247
C -1.021 3.444 1.169
C -0.015 2.441 1.707
O -0.761 1.475 2.461
C -2.096 1.960 2.654
H -3.066 3.771 1.904
H -1.783 4.047 3.090
H -1.438 3.086 0.224
H -0.588 4.429 0.999
H 0.702 2.919 2.385
H 0.541 1.935 0.916
H -2.765 1.371 2.016
H -2.391 1.812 3.694
C 3.867 -8.251 -1.563
C 2.506 -8.388 -2.223
C 1.688 -7.352 -1.470
O 2.594 -6.311 -1.089
C 3.939 -6.755 -1.305
H 4.691 -8.615 -2.175
H 3.877 -8.796 -0.615
H 2.575 -8.115 -3.280
H 2.084 -9.390 -2.159
H 1.254 -7.775 -0.558
H 0.883 -6.931 -2.074
H 4.338 -6.221 -2.174
H 4.549 -6.506 -0.435
C -4.510 1.298 -3.370
C -4.216 0.506 -2.106
C -2.925 1.150 -1.631
O -2.965 2.518 -2.056
C -4.043 2.690 -2.984
H -5.558 1.270 -3.671
H -3.908 0.918 -4.196
H -5.009 0.669 -1.370
H -4.120 -0.567 -2.270
H -2.051 0.679 -2.094
H -2.808 1.109 -0.546
H -4.838 3.251 -2.480
H -3.698 3.272 -3.841
C -1.422 7.089 6.973
C -1.921 5.718 7.398
C -2.668 5.259 6.157
O -2.009 5.861 5.036
C -1.099 6.862 5.506
H -0.565 7.442 7.546
H -2.225 7.824 7.071
H -1.072 5.057 7.591
H -2.549 5.734 8.289
H -3.707 5.606 6.166
H -2.665 4.174 6.041
H -0.080 6.481 5.379
H -1.209 7.766 4.905
C -4.820 -0.181 -8.146
C -3.691 0.583 -8.816
C -3.193 1.463 -7.683
O -3.424 0.739 -6.468
C -4.270 -0.385 -6.745
H -5.073 -1.117 -8.642
H -5.719 0.440 -8.109
H -2.904 -0.110 -9.125
H -4.004 1.154 -9.690
H -3.756 2.402 -7.631
H -2.132 1.700 -7.768
H -3.659 -1.292 -6.686
H -5.054 -0.446 -5.988
*
```

- total energy (Ha) = -1696.92498
- Kohn-Sham gap (eV) = 9.88
- molar mass (g/mol) = 516.10
- LUMO level (Ha) = 0.029


Here is C15H32NO2PSSiZr as an isolated structure from OMol25. Energies are from ωB97M-V with the def2-TZVPD basis set.

```
! RIJCOSX wB97M-V def2-TZVPD def2/J DEFGRID3
* xyz 0 1
Zr 0.027 -0.590 0.162
Si 0.390 -2.409 -1.761
P 0.493 0.732 -2.226
N -1.777 0.064 -0.223
H 4.416 1.381 1.535
C 0.633 2.510 -1.827
H 0.946 3.069 -2.722
H 1.363 2.678 -1.024
H -0.342 2.890 -1.489
C 1.954 0.500 -3.294
H 1.909 1.227 -4.119
H 1.965 -0.515 -3.709
H 2.880 0.657 -2.727
C -0.854 0.829 -3.455
H -0.520 1.436 -4.308
H -1.736 1.296 -3.000
H -1.128 -0.172 -3.799
C 2.039 -3.358 -1.858
H 2.481 -3.495 -0.858
H 2.761 -2.853 -2.520
H 1.809 -4.353 -2.276
H -0.528 -3.452 -1.186
H 0.067 -2.312 -3.226
C -3.087 0.088 -0.478
C -5.329 1.014 -0.076
C -3.954 1.069 0.116
C -3.707 -0.904 -1.321
C -5.082 -0.926 -1.506
C -5.905 0.025 -0.888
H -5.970 1.752 0.408
H -3.491 1.844 0.735
H -3.057 -1.653 -1.786
H -5.526 -1.693 -2.139
H -6.984 -0.004 -1.035
C 3.069 0.547 0.868
O 1.837 0.430 0.613
C 3.400 1.369 2.095
H 4.319 1.661 2.719
H 3.060 0.692 2.910
H 2.830 2.305 2.036
C 4.084 -0.123 0.030
H 4.790 0.603 -0.409
H 3.636 -0.672 -0.809
H 4.652 -0.854 0.626
C -1.920 0.210 3.403
S -0.330 -0.660 3.555
C -0.906 -2.101 4.472
O -0.167 -1.339 2.118
H -2.150 0.661 4.377
H -2.704 -0.499 3.104
H -1.821 1.000 2.646
H -1.842 -2.468 4.039
H -0.125 -2.863 4.400
H -1.045 -1.816 5.518
*
```

- total energy (Ha) = -1871.77173
- Kohn-Sham gap (spin up / spin down) (eV) = 4.07 / 4.08
- molar mass (g/mol) = 440.78
- LUMO level (spin up / spin down) (Ha) = -0.002 / -0.002


Here is C8H13IN2 as an isolated structure from OMol25. Energies are from ωB97M-V with the def2-TZVPD basis set.

```
! RIJCOSX wB97M-V def2-TZVPD def2/J DEFGRID3
* xyz 0 3
C -1.128 -0.900 -0.064
C -0.725 0.714 -1.816
C -1.520 0.251 -0.720
C 0.268 -1.177 0.016
C -2.725 1.207 -0.425
C 1.448 1.195 0.449
C 1.405 -0.755 2.212
C 1.353 -0.299 0.651
N 0.152 -0.060 -2.429
N 0.802 -0.963 -1.752
I 1.356 -2.501 -2.847
H -1.933 -1.450 0.295
H -1.122 1.626 -2.222
H 0.323 -2.215 0.295
H -3.082 0.803 0.518
H -3.583 1.241 -1.240
H -2.364 2.187 -0.372
H 0.510 1.539 0.331
H 2.004 1.393 -0.431
H 1.974 1.464 1.340
H 0.818 -0.183 2.846
H 2.339 -0.669 2.624
H 1.004 -1.748 2.493
H 2.427 -0.702 0.248
*
```

- total energy (Ha) = -719.55795
- ⟨S²⟩ = 2.0151
- Kohn-Sham gap (spin up / spin down) (eV) = 5.73 / 6.12
- molar mass (g/mol) = 264.11
- LUMO level (spin up / spin down) (Ha) = 0.005 / -0.078


Here is C13H19BClN3O17V as an isolated structure from OMol25. Energies are from ωB97M-V with the def2-TZVPD basis set.

```
! RIJCOSX wB97M-V def2-TZVPD def2/J DEFGRID3
* xyz -3 1
O -1.134 0.830 0.295
V -1.488 -0.055 1.526
O -0.402 -1.193 1.513
N -3.500 -0.744 4.838
O -4.693 -0.853 4.859
O -2.918 -1.046 3.814
O -2.890 -0.182 5.791
N -4.141 1.753 2.626
O -3.712 2.150 3.715
O -3.254 1.591 1.796
O -5.313 1.423 2.581
Cl -0.317 1.136 3.632
O -3.324 -1.039 0.087
C -4.548 -1.122 0.268
O -5.146 -1.856 1.310
B -6.648 -1.800 1.123
O -6.864 -0.906 -0.019
C -5.651 -0.646 -0.663
O -5.502 -0.054 -1.732
O -7.300 -3.066 0.924
C -8.192 -3.321 1.868
O -8.943 -4.253 2.001
C -8.164 -2.166 2.817
O -7.229 -1.300 2.401
O -8.769 -2.024 3.918
C 4.206 2.755 -1.769
C 5.029 1.466 -1.849
C 5.355 0.920 -0.439
C 4.119 0.517 0.306
C 3.309 -0.531 -0.458
C 2.993 -0.237 -1.981
N 4.271 0.356 -2.518
O 4.281 0.451 -3.892
C 2.705 -1.607 -2.633
C 1.833 0.667 -2.071
C 6.316 1.692 -2.611
H 4.179 3.283 -0.815
H 3.155 2.683 -2.047
H 4.574 3.452 -2.521
H 5.998 0.049 -0.566
H 5.969 1.575 0.180
H 3.395 1.329 0.370
H 4.454 0.122 1.265
H 2.360 -0.619 0.071
H 3.754 -1.505 -0.255
H 2.031 -2.156 -1.975
H 2.361 -1.393 -3.645
H 3.579 -2.257 -2.678
H 1.897 1.480 -1.348
H 1.816 1.148 -3.049
H 0.920 0.152 -1.770
H 6.889 0.766 -2.567
H 6.983 2.376 -2.086
H 6.246 1.791 -3.694
H 5.063 0.017 -4.241
*
```

- total energy (Ha) = -3379.08815
- energy above the lowest of the compared OMol25 structures with the same formula, charge and spin (kcal/mol) = 0.0
- Kohn-Sham gap (eV) = 3.88
- molar mass (g/mol) = 586.51
- LUMO level (Ha) = 0.171


- Look up the molar mass of the fourth one.
  440.78 g/mol